Entry 1:
64
Properties=species:S:1:pos:R:3:forces:R:3:nbo_charge:R:1 method="wB97M-V/def2-TZVPD" e_lumo_ev=-0.26 total_charge=0 relative_energy_kcal_mol=0.0 orbital_gap_ev=7.388 fmax_ha_per_bohr=0.0323 homo_energy_ev=-7.647
La -0.1203 -0.0776 -0.4807 -0.6141 -0.8330 1.3021 2.239
Si -1.9235 0.4477 2.4500 0.1638 -0.0036 -0.1653 1.815
O 2.0346 -0.6449 0.7991 0.0974 -0.3593 0.1555 -0.585
O 1.0419 0.4190 -2.4038 0.6616 0.5430 -1.1247 -0.644
O 0.1004 2.2055 -0.9348 0.2417 0.5993 -0.8164 -0.696
N 0.6760 2.4898 -2.0901 0.0081 0.7568 -0.0222 0.165
N 1.1649 1.6099 -2.8537 0.2027 0.0936 -0.1700 0.191
N -0.4359 -0.2018 1.8620 0.3976 -0.2265 0.9552 -1.314
N -5.6411 -5.1421 -3.0155 0.0566 0.0324 0.0248 -0.328
C 0.9442 6.5523 -3.1544 0.0197 -0.0253 -0.0208 -0.202
C -1.8851 -1.6079 -1.3043 -0.6808 -0.4725 -0.3307 -0.601
C -2.6619 -1.3830 -2.4501 -0.0315 -0.0165 -0.1342 -0.165
C 1.8273 -1.0132 2.1574 0.0821 -0.0527 -0.0681 0.269
C -3.6233 -2.2738 -2.9049 -0.0367 0.0246 -0.0049 -0.192
C 3.6278 -3.5802 -0.7685 -0.0160 -0.0049 0.0245 -0.201
C 3.5836 -0.8160 -0.9817 0.1182 0.0745 -0.0862 -0.244
C -3.8479 -3.4502 -2.1946 -0.1711 -0.2373 -0.0401 -0.195
C 0.4248 6.1757 -1.9269 -0.0185 0.0174 0.0285 -0.196
C 2.8465 -1.4598 -0.0076 -0.1151 0.1634 0.2807 0.236
C 0.3378 4.8339 -1.5822 -0.0236 0.0829 0.0665 -0.237
C 1.3027 4.2371 -3.7196 0.0363 -0.0363 -0.0718 -0.239
C -3.1128 -3.7157 -1.0407 -0.0338 -0.0095 -0.0012 -0.161
C -4.8448 -4.3966 -2.6510 0.1704 0.2090 0.0770 0.288
C -2.1594 -2.8001 -0.6172 0.0005 -0.0979 0.0292 -0.239
C 2.8594 -1.5413 2.9030 0.1595 0.0822 -0.0053 -0.259
C 0.3742 -1.1198 4.0210 -0.0325 0.0116 0.0693 -0.260
C 1.3950 -1.6658 4.7827 -0.0061 0.0185 -0.0711 -0.185
C -3.1323 -0.8136 3.0787 -0.2142 -0.2222 0.1166 -1.140
C -1.6614 1.7663 3.7330 0.0472 0.2306 0.2117 -1.138
C 0.7806 3.8860 -2.4835 -0.1016 -0.3702 0.1697 0.165
C 2.8567 -2.8386 0.1163 -0.1075 -0.1807 -0.1052 -0.227
C 4.3749 -2.9526 -1.7566 -0.0172 0.0402 0.0229 -0.217
C 0.5441 -0.7594 2.6711 -0.2466 0.1364 -0.0769 0.136
C 1.3817 5.5799 -4.0465 -0.0042 0.0186 -0.0018 -0.197
C 4.3472 -1.5692 -1.8616 0.0044 -0.0276 -0.0175 -0.181
C -2.7306 1.2599 0.9513 0.0814 -0.0742 -0.1569 -1.149
C 2.6519 -1.8780 4.2327 -0.0379 0.0075 0.0134 -0.260
H -2.7976 -1.3045 3.9966 -0.0492 0.0146 -0.0649 0.235
H 1.0092 7.5994 -3.4193 -0.0019 -0.0139 0.0021 0.220
H -0.0636 4.5181 -0.6312 0.0040 0.0114 -0.0127 0.249
H 0.0816 6.9261 -1.2267 0.0070 -0.0124 -0.0158 0.221
H -1.6151 -3.0421 0.2966 -0.0074 0.0158 -0.0262 0.198
H -0.9848 2.5361 3.3483 -0.0559 -0.0256 0.0583 0.239
H 3.4591 -2.2946 4.8212 -0.0407 0.0215 -0.0269 0.216
H -3.2929 -1.5864 2.3202 -0.0216 0.0257 0.0634 0.244
H -4.1999 -2.0688 -3.7992 0.0143 -0.0121 0.0260 0.219
H -3.5287 1.9237 1.2960 0.0316 -0.0477 -0.0433 0.260
H 1.2049 -1.9273 5.8162 -0.0080 0.0084 -0.0131 0.212
H 3.6372 -4.6588 -0.6820 0.0060 0.0073 -0.0041 0.222
H 1.6379 3.4751 -4.4077 -0.0101 0.0163 0.0182 0.244
H 2.2729 -3.3250 0.8871 0.0239 0.0201 -0.0046 0.235
H -3.1907 0.5304 0.2747 0.0309 0.0387 0.0085 0.252
H 3.5518 0.2630 -1.0463 0.0105 0.0108 0.0034 0.235
H -2.5175 -0.4760 -3.0363 0.0064 -0.0235 0.0045 0.185
H -4.0973 -0.3381 3.2880 0.0619 -0.0702 -0.0126 0.238
H -0.5980 -0.9659 4.4745 0.0499 -0.0178 -0.0128 0.208
H 4.9212 -1.0681 -2.6302 -0.0092 -0.0106 0.0163 0.222
H 4.9735 -3.5397 -2.4414 -0.0262 0.0224 0.0230 0.222
H -2.0432 1.8970 0.3794 -0.0714 0.0794 0.0075 0.229
H -2.6135 2.2430 3.9906 0.0914 -0.0177 0.0057 0.236
H -3.2983 -4.6289 -0.4880 0.0060 0.0174 -0.0128 0.219
H 1.7866 5.8671 -5.0082 -0.0092 -0.0043 0.0191 0.222
H -1.2243 1.3684 4.6532 -0.0299 0.0567 -0.0618 0.240
H 3.8318 -1.6849 2.4462 -0.0431 -0.0032 -0.0006 0.224



Entry 2:
79
Properties=species:S:1:pos:R:3:forces:R:3:mulliken_charge:R:1 method="wB97M-V/def2-TZVPD" e_lumo_ev=-1.99 total_charge=0 orbital_gap_ev=7.190 fmax_ha_per_bohr=0.1219 homo_energy_ev=-9.185
S 1.5070 -3.3773 -0.9462 2.5161 -2.7888 -4.7360 0.711
S 3.2663 0.8005 -0.1362 -0.8023 -1.2887 -0.0191 -0.394
P 1.9493 -0.6579 -0.3725 2.1061 1.9625 -0.0863 0.427
O 6.3461 2.2650 0.2365 0.5136 0.1589 -0.8304 -0.561
O -5.5059 5.0906 -4.7356 0.6406 -0.6091 0.4945 -0.603
O -5.4366 3.6727 -0.2248 1.2998 -0.4078 -1.4577 -0.571
O -4.4858 5.7993 7.6176 0.4367 -0.7965 -0.3653 -0.601
O -3.2333 3.6991 -5.3934 -1.2802 0.4331 1.5699 -0.565
O -2.8620 -1.3265 0.6185 2.3229 0.2752 -0.2945 -0.386
O -2.6793 2.1206 4.2388 -0.4430 1.1242 0.6198 -0.460
O -0.9687 -3.1250 -1.2836 -4.8556 -1.4745 -2.3790 -0.402
O 1.8581 -10.6688 -3.2344 -0.3915 0.7989 0.3541 -0.610
O -3.1151 2.3538 -0.8616 -0.5373 0.4553 -0.3212 -0.536
O -3.8851 4.3380 3.1606 0.5107 -0.9111 1.5980 -0.552
O 0.0516 -6.9900 0.1444 0.4166 -0.6758 -0.2654 -0.637
O 2.7258 -2.2533 -0.4207 -4.3762 2.0291 -0.4853 -0.380
O 0.6523 -8.4514 -4.3126 0.5316 -0.9023 1.7250 -0.563
O 9.5056 4.0991 -3.6193 -0.3436 -0.0663 0.8087 -0.614
O 9.6906 5.3025 -1.1594 -0.8721 -1.3728 -1.0359 -0.566
O 1.3367 -9.1647 1.2185 -0.5850 0.8598 -1.6671 -0.563
O -3.2007 3.6247 8.6917 -0.5926 0.8554 -1.7687 -0.562
O 1.8264 -3.6208 -2.4411 -1.5784 1.3598 5.0389 -0.482
O 6.2252 1.0034 -2.1983 1.1105 1.6269 0.9902 -0.524
O 0.0461 -2.5240 -0.7302 4.9388 3.0429 2.3775 0.144
C -3.7501 4.1951 4.5294 -0.4311 0.6767 -1.6417 0.266
C 0.3273 -7.6631 -2.1059 -0.0646 0.1281 0.4024 -0.941
C 7.0944 2.6903 -0.6366 -0.3040 0.1441 1.0972 0.937
C 1.6337 -9.9681 -0.9869 0.0393 -0.1195 -0.3348 -0.852
C -4.9208 3.7173 -1.5070 -1.0855 0.2640 1.5294 0.228
C -2.1643 -0.8876 -0.6000 -0.5288 0.9391 -0.3165 0.307
C 8.0235 3.8061 -0.3992 -0.2375 -0.2093 0.0928 -0.930
C -3.6625 2.9661 -1.7718 0.7942 -0.5021 -0.0145 0.972
C -3.1224 2.9870 -3.1402 0.0027 -0.1527 0.4551 -0.963
C -4.0603 4.9688 6.8224 -0.5354 1.0028 0.0362 0.879
C -1.6691 0.1019 2.4733 0.4881 -0.0923 0.3172 -0.691
C 1.1769 -9.0354 -0.1489 0.4693 -0.6567 1.6961 0.381
C 0.4771 -7.8205 -0.6508 -0.4950 0.9119 -0.1197 0.905
C 7.8697 2.5205 -2.9674 0.3514 0.3453 -0.1385 -0.843
C -1.9710 -1.3621 1.7913 0.0786 -0.1257 1.7756 0.012
C -4.9767 4.4507 -3.8330 -0.9536 0.7081 -0.2027 0.844
C 1.4623 -9.8219 -2.4405 0.5407 -0.9857 -0.0315 0.832
C 8.7812 3.6518 -2.7365 0.1626 -0.2825 -1.0685 0.928
C -3.0751 2.9675 5.0327 0.4615 -0.8247 0.1951 0.856
C -1.8951 -2.0629 -1.7110 -1.1066 0.9054 -0.6349 -0.453
C 0.7873 -8.5943 -2.9438 -0.4270 0.6846 -1.7561 0.473
C 8.8130 4.2561 -1.3764 0.9373 1.3628 0.8323 0.379
C -3.3605 3.7539 7.3243 0.4731 -0.6423 1.8031 0.422
C -4.2101 5.1263 5.3673 -0.0464 0.1010 0.3148 -0.789
C -5.5303 4.4105 -2.4707 -0.0043 0.1062 -0.3500 -0.756
C -3.7340 3.6774 -4.1046 1.1121 -0.2994 -1.6594 0.451
C 7.0826 2.0681 -1.9895 -1.0984 -1.6212 -0.8102 0.367
C -2.9037 2.8212 6.4864 0.0522 -0.1540 -0.4314 -1.025
H 0.9743 -0.5471 0.7007 0.5951 -0.8651 -0.9022 0.080
H 1.0623 -9.2551 -4.7004 -0.1669 0.3259 0.1599 0.351
H -0.9549 -0.0764 3.4132 -1.5768 0.2533 -1.9917 0.301
H -3.4751 3.5343 2.7728 -0.1031 0.3370 0.1939 0.292
H -1.2035 -0.2757 -0.2882 -1.7418 -1.4216 -0.8687 -0.012
H -1.0458 0.8335 1.7654 -1.5607 -1.5268 1.3603 0.135
H 2.1423 -10.8572 -0.6356 -0.0389 0.0549 -0.0285 0.408
H -2.6363 0.6427 2.9014 2.2551 -1.5107 -1.4493 0.271
H -1.4847 -1.5482 -2.6844 -0.5845 -0.9134 1.8447 0.241
H -2.5377 -2.0070 2.6192 1.0980 1.3909 -1.9654 0.294
H -0.9507 -1.9228 1.6055 -2.0099 1.0894 -0.0436 0.022
H 1.2387 -0.3815 -1.6249 0.4759 -1.0362 1.1189 0.127
H -2.3951 1.9322 6.8376 -0.0381 0.0546 -0.0261 0.430
H -2.2172 2.4223 -3.3231 -0.0330 0.0502 0.0074 0.456
H -4.8155 3.1097 0.2868 -0.2957 0.2310 -0.2329 0.281
H -2.9099 -2.6145 -2.0095 2.3865 1.0787 0.9461 0.261
H -0.1674 -6.7670 -2.4580 0.0358 -0.0309 0.0178 0.472
H -3.6161 4.4254 9.0797 0.1580 -0.3179 -0.1462 0.348
H -6.4441 4.9628 -2.2915 0.0667 -0.0288 -0.0146 0.427
H -4.7048 6.0224 5.0153 0.0218 -0.0530 0.0250 0.433
H 8.0348 4.2375 0.5935 -0.0096 -0.0239 -0.0567 0.413
H -2.8829 -0.0924 -1.1257 1.5883 -1.8334 1.0015 -0.038
H 5.7642 0.8679 -1.3420 -0.0579 -0.0342 -0.2914 0.200
H 7.8697 2.0790 -3.9561 -0.0021 0.0376 0.0667 0.416
H 10.1474 5.4420 -2.0175 -0.2015 -0.0666 0.3408 0.349
H 0.9213 -8.3640 1.6065 0.1586 -0.3286 -0.1632 0.346
H -3.8511 4.2670 -5.9037 0.2494 -0.2129 0.1961 0.349



Entry 3:
70
Properties=species:S:1:pos:R:3:forces:R:3:mulliken_spin:R:1 method="wB97M-V/def2-TZVPD" e_lumo_ev="-1.01 / -1.10" total_charge=0 spin_multiplicity=6 relative_energy_kcal_mol=0.0 orbital_gap_ev="6.864 / 6.775" fmax_ha_per_bohr=0.0066 homo_energy_ev="-7.878 / -7.878"
As -1.6252 3.2893 -0.5102 0.0612 0.1500 0.0655 -0.031
Mn -0.0306 0.5694 -1.7486 0.0282 -0.0008 0.3149 4.897
Cl -3.2438 1.1355 -5.2913 -0.0241 0.0087 -0.0148 0.000
Cl -2.4934 -3.9003 -7.0347 0.0062 -0.0304 -0.0119 0.000
S -1.0514 -3.4402 4.2189 0.0744 -0.0440 0.0347 0.000
S 0.1867 3.1111 -1.5812 -0.0567 -0.0741 -0.0422 0.021
S 1.8628 -0.5428 0.8240 -0.0266 0.0257 0.0601 0.019
O 0.8732 0.4031 0.1447 -0.0165 -0.0186 -0.2319 -0.093
O -0.9967 0.5577 -3.5375 -0.1576 -0.1575 -0.1752 0.027
O 0.9686 -1.1617 -2.5199 -0.1583 -0.2721 -0.1142 0.038
O 0.3366 -3.8790 4.1018 0.0061 0.1045 -0.0589 0.000
O -2.0207 -4.5129 4.2729 -0.0296 0.0056 -0.0280 0.000
O -1.2543 -2.3760 5.1894 0.0177 0.0636 -0.0012 0.000
N -1.9561 -0.5902 -1.0088 0.1231 -0.1162 -0.0329 0.050
C -1.9339 5.1322 -0.0499 0.0090 -0.0011 -0.0687 0.002
C 1.8005 1.2991 2.8613 0.0277 -0.0514 -0.0071 -0.001
C -2.7139 -1.3930 -6.0390 0.0231 0.0748 0.0399 0.001
C 1.7947 -0.0536 2.5264 -0.0050 0.0620 -0.0180 0.006
C -0.6242 -1.7041 -4.2333 0.0011 -0.0177 0.0831 0.007
C -1.3708 -2.6319 2.6407 0.0266 -0.0932 -0.0542 0.002
C -1.8209 -1.3345 0.2234 0.0624 -0.0771 0.0513 -0.004
C -2.3684 -0.3546 -5.2184 0.0130 -0.0695 -0.0157 0.010
C 1.6690 1.6463 4.1912 -0.0089 0.0096 -0.0161 0.000
C -1.2966 -0.4449 -4.2762 0.0433 0.1139 -0.0162 -0.003
C -3.1516 2.7398 -1.5596 0.0212 -0.0239 0.0260 0.015
C 5.9504 0.9963 -0.3957 0.0200 0.0114 -0.0080 0.000
C 3.4600 0.0932 0.3465 0.0040 0.0265 0.0083 0.001
C -0.8311 -2.3057 0.3164 -0.1239 0.0690 -0.0371 -0.007
C -2.0194 -2.6125 -5.9762 0.0736 0.0164 0.0884 0.005
C 0.4708 -1.9501 -3.3420 0.1201 0.3019 0.1021 0.019
C -0.6154 -2.9548 1.5218 -0.0254 -0.0129 0.0429 0.002
C -2.3844 -1.6945 2.5278 -0.0299 0.0420 0.0973 -0.001
C 1.5062 -0.6835 4.8097 -0.0195 -0.0026 0.0566 0.000
C 4.5571 -0.7396 0.5073 -0.0035 0.0208 0.0264 0.000
C -0.9971 -2.7688 -5.0873 -0.0954 0.0704 -0.0328 -0.002
C 4.8407 1.8126 -0.5647 0.0140 0.0161 0.0012 0.003
C 1.5220 0.6541 5.1607 -0.0039 -0.0055 0.0110 0.001
C 5.8109 -0.2764 0.1399 0.0000 -0.0157 0.0044 0.000
C -1.6046 2.3466 1.1645 -0.0343 -0.0126 0.0390 0.031
C 3.5827 1.3647 -0.1922 -0.0327 -0.0536 0.0058 -0.006
C 1.6485 -1.0491 3.4757 -0.0875 -0.0484 -0.1026 0.001
C -2.6189 -1.0516 1.3211 0.0916 0.0378 -0.0534 0.005
H -2.9789 -1.4633 3.4018 -0.0053 0.0082 0.0157 0.000
H 1.3963 0.9355 6.1981 0.0041 0.0014 0.0004 0.000
H 1.8953 2.0535 2.0900 0.0172 0.0070 -0.0038 -0.001
H -0.4635 -3.7086 -5.0279 0.0159 -0.0166 -0.0033 0.000
H 1.5773 -2.0949 3.1996 0.0226 -0.0208 0.0580 0.000
H -1.2013 1.3440 1.0402 -0.0044 -0.0262 -0.0354 -0.006
H 2.7039 1.9828 -0.3229 -0.0320 0.0211 -0.0135 -0.005
H -1.1029 5.4785 0.5620 -0.0158 -0.0207 -0.0076 0.001
H 0.9044 -2.9569 -3.4045 0.0895 -0.0246 -0.0184 0.002
H -2.8444 1.9689 -2.2670 0.0208 0.0095 0.0235 -0.001
H 1.6726 2.6897 4.4796 0.0038 0.0036 0.0004 0.000
H -0.9502 2.8955 1.8415 -0.0090 -0.0066 -0.0215 -0.001
H 0.1590 -3.7049 1.6218 0.0093 0.0007 -0.0179 0.000
H -2.6113 2.3025 1.5779 -0.0074 0.0156 0.0182 0.001
H 1.3334 -1.4523 5.5483 -0.0237 -0.0479 -0.0081 0.000
H -2.0185 -1.2463 -1.7838 -0.0156 0.0172 -0.0887 0.008
H -1.9726 5.7141 -0.9694 -0.0047 -0.0052 0.0281 0.000
H -2.8700 5.2318 0.4982 0.0039 -0.0187 -0.0045 0.000
H -0.2156 -2.5370 -0.5462 0.0111 0.0184 0.0031 -0.015
H -3.4186 -0.3238 1.2393 -0.0273 0.0522 -0.0091 0.000
H 6.6768 -0.9124 0.2632 0.0026 -0.0077 0.0010 0.000
H -3.5000 3.6028 -2.1255 0.0169 -0.0123 0.0093 0.000
H -2.8293 -0.0737 -1.0259 0.0095 0.0217 0.0657 0.005
H 6.9291 1.3511 -0.6900 0.0084 0.0032 0.0007 0.000
H -3.9490 2.3868 -0.9056 0.0005 0.0061 -0.0162 0.000
H -3.5272 -1.2759 -6.7418 -0.0158 0.0063 0.0039 0.000
H 4.4328 -1.7343 0.9172 0.0003 -0.0219 0.0070 0.000
H 4.9544 2.8019 -0.9879 -0.0039 0.0047 -0.0053 0.000